The following is a quantum chemistry calculation of a single C6H12O molecule in a non-equilibrium geometry, from OMol25.

The HOMO energy comes out at -9.92 eV. The calculation puts the LUMO energy at 0.99 eV. The value obtained for the gap between HOMO and LUMO is 10.910 eV.

CARTESIAN COORDINATES (ANGSTROEM)
C 1.14 1.34 1.04
O 1.71 -0.77 -1.44
C 0.78 -1.22 -0.47
C -0.37 -0.25 -0.23
C 0.10 1.19 -0.13
C -1.71 -0.63 -0.80
C -1.47 -0.70 0.68
H 2.09 0.76 1.07
H 0.63 1.03 1.96
H 1.45 2.39 1.17
H 0.39 -2.16 -0.87
H 1.30 -1.45 0.47
H 1.82 0.18 -1.33
H -0.75 1.85 0.10
H 0.37 1.54 -1.15
H -1.76 -1.58 -1.34
H -2.38 0.13 -1.18
H -1.37 -1.68 1.15
H -1.96 0.05 1.30

The following is a quantum chemistry calculation of a 3-piece molecular cluster, C6H12O overall, from OMol25.

The HOMO energy comes out at -9.40 eV. The calculation puts the LUMO energy at 1.14 eV. The value obtained for the gap between HOMO and LUMO is 10.536 eV.

CARTESIAN COORDINATES (ANGSTROEM)
C -0.91 -1.63 -0.92
C -0.67 -0.47 -1.53
C 0.56 -0.14 -2.31
C -0.12 2.14 0.85
C -0.68 1.55 1.87
C 0.76 1.25 1.64
O 1.20 0.01 1.16
H -0.45 -2.33 2.47
H -1.82 -1.81 -0.36
H -0.20 -2.45 -0.96
H -1.42 0.32 -1.45
H 0.31 0.12 -3.34
H 1.26 -0.99 -2.33
H 1.09 0.71 -1.87
H -0.23 2.79 -0.01
H -1.56 1.36 2.46
H 0.00 -1.77 2.27
H 1.54 1.65 2.29
H 0.53 -0.34 0.56

The following is a quantum chemistry calculation of a 2-piece molecular cluster, C6H12O overall, from OMol25.

The HOMO energy comes out at -8.92 eV. The calculation puts the LUMO energy at 0.97 eV. The value obtained for the gap between HOMO and LUMO is 9.892 eV.

CARTESIAN COORDINATES (ANGSTROEM)
C 2.74 -0.32 0.20
C 1.56 -0.72 0.66
O 1.11 -0.39 1.90
C -0.69 1.18 -0.12
C -0.05 1.00 -1.46
C -1.59 0.40 0.48
C -2.06 -0.97 0.06
H 1.04 1.00 -1.38
H 3.11 -0.68 -0.75
H 3.36 0.36 0.79
H 0.90 -1.36 0.07
H 0.15 -0.29 1.84
H -0.39 2.09 0.41
H -0.36 0.09 -1.97
H -0.34 1.85 -2.10
H -2.03 0.78 1.40
H -1.43 -1.40 -0.73
H -3.09 -0.96 -0.30
H -2.03 -1.64 0.92

The following is a quantum chemistry calculation of a 2-piece molecular cluster, C6H12O overall in a non-equilibrium geometry, from OMol25.

The HOMO energy comes out at -8.55 eV. The calculation puts the LUMO energy at 0.79 eV. The value obtained for the gap between HOMO and LUMO is 9.338 eV.

CARTESIAN COORDINATES (ANGSTROEM)
C -0.69 1.92 0.30
C 0.18 0.89 -0.37
C -0.31 -0.36 -0.50
C -1.24 -1.07 0.40
C -2.01 -2.02 -0.13
C 1.26 1.34 -1.29
H -0.14 2.74 0.76
H -1.24 1.50 1.13
H -1.42 2.34 -0.37
H 0.11 -1.02 -1.26
H -1.36 -0.76 1.43
H -2.01 -2.16 -1.20
H -2.74 -2.56 0.42
H 1.63 0.46 -1.82
H 2.18 1.60 -0.72
H 1.08 2.19 -1.94
H 1.67 -1.20 1.51
H 2.96 -1.93 1.62
O 2.09 -1.91 2.03

The following is a quantum chemistry calculation of C6H12O as an isolated structure in a non-equilibrium geometry, from OMol25.

The HOMO energy comes out at -8.46 eV. The calculation puts the LUMO energy at 0.32 eV. The value obtained for the gap between HOMO and LUMO is 8.783 eV.

CARTESIAN COORDINATES (ANGSTROEM)
C 2.10 -1.25 -0.58
O 1.46 -0.15 0.74
C 0.40 0.51 0.93
C -0.03 1.69 0.06
C -1.49 1.26 0.16
C -1.14 -0.18 0.53
C -0.98 -1.09 -0.57
H 2.74 -1.43 0.29
H 2.37 -0.42 -1.22
H 1.93 -2.18 -1.12
H 0.26 0.66 2.02
H 0.23 2.69 0.41
H 0.35 1.57 -0.96
H -2.11 1.40 -0.74
H -2.00 1.76 1.00
H -1.60 -0.62 1.41
H -1.56 -2.01 -0.48
H -1.02 -0.75 -1.60
H 0.10 -1.49 -0.46

The following is a quantum chemistry calculation of C6H12O as an isolated structure in a non-equilibrium geometry, from OMol25.

The HOMO energy comes out at -9.25 eV. The calculation puts the LUMO energy at 0.90 eV. The value obtained for the gap between HOMO and LUMO is 10.151 eV.

CARTESIAN COORDINATES (ANGSTROEM)
C -1.08 -1.63 -0.13
C -0.40 -0.60 0.86
O -1.04 -0.59 2.11
C 1.09 -0.45 0.83
C 0.28 0.83 0.72
C -0.02 1.65 -0.53
C 0.65 0.98 -1.69
H -0.36 -1.96 -0.90
H -2.05 -1.28 -0.57
H -1.39 -2.63 0.24
H -0.88 -1.46 2.50
H 1.61 -0.63 1.77
H 1.63 -0.83 -0.03
H 0.25 1.42 1.65
H 1.92 1.19 -1.11
H 0.36 2.67 -0.56
H -1.10 1.77 -0.61
H 0.44 1.50 -2.64
H 0.07 0.04 -1.93

The following is a quantum chemistry calculation of a 2-piece molecular cluster, C6H12O overall in a non-equilibrium geometry, from OMol25.

The HOMO energy comes out at -8.90 eV. The calculation puts the LUMO energy at 1.04 eV. The value obtained for the gap between HOMO and LUMO is 9.937 eV.

CARTESIAN COORDINATES (ANGSTROEM)
C -0.02 -2.18 1.01
C 1.01 0.30 0.92
C 1.59 0.01 -0.44
O 0.58 0.40 -1.35
C -0.30 1.31 -0.70
C -1.69 1.15 -1.28
C -0.08 1.05 0.77
H 1.02 -2.41 1.26
H -0.26 -2.60 0.03
H -0.66 -2.55 1.81
H 1.44 -0.08 1.83
H 2.50 0.64 -0.53
H 1.88 -1.03 -0.65
H 0.04 2.34 -0.91
H -1.67 1.37 -2.35
H -2.39 1.84 -0.80
H -2.07 0.13 -1.15
H -0.24 -1.11 0.94
H -0.70 1.43 1.57

The following is a quantum chemistry calculation of a single C6H12O molecule, from OMol25.

The HOMO energy comes out at -9.60 eV. The calculation puts the LUMO energy at 1.20 eV. The value obtained for the gap between HOMO and LUMO is 10.795 eV.

CARTESIAN COORDINATES (ANGSTROEM)
C 3.15 -0.17 0.42
C 2.00 0.34 -0.45
O 0.82 0.63 0.29
C -0.20 -0.26 -0.11
C -1.54 -0.12 0.58
C -2.70 -0.48 -0.31
C -2.56 0.92 0.21
H 3.77 -0.87 -0.15
H 3.79 0.64 0.77
H 2.74 -0.70 1.29
H 1.76 -0.41 -1.21
H 2.29 1.25 -1.00
H -0.37 -0.14 -1.19
H 0.14 -1.29 0.06
H -1.58 -0.49 1.60
H -2.46 -0.64 -1.36
H -3.49 -1.13 0.06
H -2.29 1.71 -0.48
H -3.26 1.22 0.99